Record 1
{
  "formula": "C44H96F24N12O36S8",
  "method": "ωB97M-V/def2-TZVPD",
  "e_tot_ev": -290647.051,
  "homo_energy_ha": -0.5928,
  "e_above_lowest_kj_mol": 5.1,
  "charge": 4,
  "multiplicity": 1,
  "gap_ev": 8.44,
  "species": ["C", "C", "O", "N", "H", "H", "C", "H", "H", "H", "H", "H", "H", "C", "C", "O", "N", "H", "H", "C", "H", "H", "H", "H", "H", "H", "C", "C", "O", "N", "H", "H", "C", "H", "H", "H", "H", "H", "H", "C", "C", "O", "N", "H", "H", "C", "H", "H", "H", "H", "H", "H", "C", "C", "O", "N", "H", "H", "C", "H", "H", "H", "H", "H", "H", "C", "C", "O", "N", "H", "H", "C", "H", "H", "H", "H", "H", "H", "C", "C", "O", "N", "H", "H", "C", "H", "H", "H", "H", "H", "H", "C", "C", "O", "N", "H", "H", "C", "H", "H", "H", "H", "H", "H", "C", "C", "O", "N", "H", "H", "C", "H", "H", "H", "H", "H", "H", "C", "C", "O", "N", "H", "H", "C", "H", "H", "H", "H", "H", "H", "C", "C", "O", "N", "H", "H", "C", "H", "H", "H", "H", "H", "H", "C", "C", "O", "N", "H", "H", "C", "H", "H", "H", "H", "H", "H", "C", "F", "F", "F", "S", "O", "O", "O", "C", "F", "F", "F", "S", "O", "O", "O", "C", "F", "F", "F", "S", "O", "O", "O", "C", "F", "F", "F", "S", "O", "O", "O", "C", "F", "F", "F", "S", "O", "O", "O", "C", "F", "F", "F", "S", "O", "O", "O", "C", "F", "F", "F", "S", "O", "O", "O", "C", "F", "F", "F", "S", "O", "O", "O"],
  "coordinates": [[-0.63, 5.67, 3.63], [-1.85, 6.42, 3.34], [-2.85, 6.20, 2.75], [-1.84, 7.93, 3.94], [-0.96, 7.99, 4.48], [-1.72, 8.62, 3.19], [-3.03, 8.20, 4.81], [-0.39, 5.75, 4.67], [0.19, 6.00, 2.97], [-0.87, 4.67, 3.29], [-2.97, 9.20, 5.26], [-3.09, 7.44, 5.59], [-3.87, 8.09, 4.13], [-5.42, -3.47, -1.37], [-4.56, -3.28, -2.51], [-4.83, -3.61, -3.67], [-3.28, -2.68, -2.31], [-3.47, -1.78, -1.86], [-2.80, -3.25, -1.63], [-2.45, -2.52, -3.59], [-5.14, -4.28, -0.70], [-6.36, -3.83, -1.77], [-5.60, -2.57, -0.79], [-2.89, -1.81, -4.29], [-2.50, -3.49, -4.09], [-1.44, -2.17, -3.39], [4.45, 4.07, 5.27], [3.95, 3.49, 4.04], [3.80, 2.30, 3.82], [3.59, 4.50, 2.86], [3.20, 3.93, 2.11], [2.81, 5.07, 3.19], [4.76, 5.29, 2.39], [5.30, 3.48, 5.58], [3.59, 3.97, 5.94], [4.62, 5.14, 5.22], [5.09, 5.97, 3.17], [4.52, 5.69, 1.41], [5.60, 4.61, 2.24], [-1.87, -7.01, 3.62], [-0.67, -6.30, 4.05], [-0.24, -6.36, 5.21], [0.14, -5.65, 3.09], [-0.29, -5.73, 2.18], [0.44, -4.65, 3.29], [1.44, -6.43, 2.92], [-2.10, -7.04, 2.55], [-2.62, -6.66, 4.29], [-1.59, -8.03, 3.84], [1.24, -7.37, 2.41], [1.93, -6.47, 3.88], [1.98, -5.81, 2.20], [1.54, -5.56, -4.90], [1.68, -6.95, -4.39], [1.35, -7.98, -4.97], [2.25, -7.15, -3.04], [3.11, -6.60, -3.09], [1.63, -6.74, -2.27], [2.63, -8.52, -2.63], [0.95, -5.61, -5.82], [2.52, -5.15, -5.16], [1.03, -4.83, -4.26], [3.27, -8.92, -3.40], [1.70, -9.10, -2.60], [3.17, -8.64, -1.71], [-3.66, 6.92, -0.64], [-3.91, 5.56, -1.04], [-4.57, 5.24, -1.98], [-3.47, 4.53, -0.08], [-3.24, 3.71, -0.58], [-2.67, 4.91, 0.43], [-4.61, 4.18, 0.87], [-3.98, 7.56, -1.45], [-2.60, 7.09, -0.51], [-4.21, 7.17, 0.27], [-5.32, 3.71, 0.20], [-4.99, 5.10, 1.26], [-4.33, 3.50, 1.64], [3.08, 3.40, -5.13], [1.90, 4.06, -4.60], [1.58, 5.23, -4.83], [0.92, 3.25, -3.83], [1.07, 2.28, -4.09], [1.16, 3.29, -2.80], [-0.53, 3.58, -4.02], [2.83, 2.42, -5.55], [3.91, 3.36, -4.43], [3.45, 4.09, -5.88], [-1.14, 2.94, -3.39], [-0.73, 3.55, -5.09], [-0.68, 4.62, -3.72], [1.40, 0.91, 6.10], [0.46, 1.46, 5.16], [0.76, 2.25, 4.26], [-0.94, 0.90, 5.28], [-1.16, 0.92, 6.28], [-1.69, 1.51, 4.84], [-0.99, -0.50, 4.81], [2.38, 1.20, 5.76], [1.33, -0.17, 6.14], [1.22, 1.33, 7.08], [-0.34, -1.07, 5.46], [-0.57, -0.55, 3.82], [-1.98, -0.95, 4.84], [5.22, 0.22, -4.18], [5.81, -0.74, -5.13], [6.86, -1.32, -4.90], [5.02, -1.19, -6.28], [3.97, -0.74, -6.24], [5.52, -0.93, -7.13], [4.79, -2.71, -6.24], [4.73, 1.03, -4.72], [6.01, 0.49, -3.51], [4.43, -0.31, -3.62], [5.74, -3.21, -6.23], [4.15, -3.01, -7.07], [4.23, -3.05, -5.39], [-7.28, 0.11, 0.54], [-7.30, -0.86, 1.66], [-8.19, -1.68, 1.83], [-6.38, -0.70, 2.79], [-5.53, -1.21, 2.35], [-6.09, 0.25, 2.88], [-6.82, -1.24, 4.13], [-6.33, 0.13, -0.01], [-7.52, 1.08, 0.99], [-8.04, -0.22, -0.16], [-7.83, -0.87, 4.24], [-6.19, -0.84, 4.90], [-6.87, -2.29, 3.93], [4.89, -2.87, -0.42], [5.57, -3.13, -1.69], [5.22, -3.06, -2.83], [7.09, -3.53, -1.51], [7.24, -3.62, -0.49], [7.34, -4.41, -1.95], [7.94, -2.43, -2.19], [4.71, -3.74, 0.21], [3.87, -2.54, -0.63], [5.35, -2.07, 0.17], [8.90, -2.88, -2.39], [7.87, -1.47, -1.69], [7.40, -2.33, -3.12], [0.84, -1.01, -1.38], [0.04, 0.20, -1.11], [0.07, 1.23, -1.80], [-0.63, 0.23, 0.16], [-1.65, 0.20, 0.04], [-0.32, -0.58, 0.70], [-0.43, 1.52, 0.98], [1.84, -0.83, -0.97], [0.81, -1.11, -2.46], [0.54, -2.00, -1.00], [0.52, 1.40, 1.51], [-1.29, 1.66, 1.62], [-0.33, 2.31, 0.23], [0.11, -0.92, -6.46], [-1.03, -0.91, -5.78], [0.25, -2.05, -7.10], [0.02, 0.12, -7.32], [1.53, -0.62, -5.34], [1.12, 0.49, -4.54], [1.70, -1.87, -4.66], [2.58, -0.22, -6.29], [1.28, 6.36, -0.27], [1.21, 7.14, 0.85], [0.60, 6.83, -1.28], [2.55, 6.40, -0.58], [0.67, 4.72, 0.15], [1.38, 4.36, 1.36], [-0.76, 5.03, 0.32], [1.05, 3.90, -0.99], [-1.35, -6.82, -1.95], [-1.84, -6.23, -3.12], [-2.39, -7.27, -1.32], [-0.62, -7.86, -2.35], [-0.43, -5.62, -0.96], [-0.94, -4.35, -1.44], [-0.79, -5.98, 0.41], [1.02, -5.85, -1.25], [-5.29, 3.28, 4.91], [-4.89, 4.21, 5.79], [-6.44, 2.83, 5.31], [-5.50, 4.01, 3.79], [-4.19, 1.95, 4.59], [-2.80, 2.60, 4.49], [-4.30, 1.13, 5.75], [-4.68, 1.52, 3.30], [-3.72, 1.45, -3.54], [-3.91, 2.70, -3.86], [-4.54, 0.69, -4.22], [-2.49, 1.07, -3.89], [-3.81, 1.29, -1.74], [-2.72, 2.26, -1.30], [-5.15, 1.56, -1.32], [-3.36, -0.09, -1.42], [3.24, -1.63, 2.97], [3.78, -0.81, 2.09], [4.15, -2.59, 3.26], [3.01, -0.97, 4.09], [1.77, -2.41, 2.25], [0.95, -1.23, 1.98], [2.31, -3.05, 1.06], [1.30, -3.25, 3.34], [3.73, 1.50, -0.91], [4.26, 0.24, -1.07], [3.23, 1.84, -2.13], [2.62, 1.31, -0.16], [4.99, 2.67, -0.31], [5.31, 2.09, 0.99], [5.91, 2.43, -1.43], [4.25, 3.93, -0.26], [-2.91, -3.26, 2.60], [-1.73, -3.39, 3.20], [-3.15, -4.36, 1.92], [-3.82, -3.12, 3.59], [-3.03, -1.86, 1.51], [-4.50, -1.91, 1.28], [-2.52, -0.73, 2.20], [-2.21, -2.26, 0.37]]
}

Record 2
{
  "formula": "C44H97N5O17PS",
  "method": "ωB97M-V/def2-TZVPD",
  "e_tot_ev": -109570.426,
  "homo_energy_ha": -0.3837,
  "charge": 1,
  "multiplicity": 1,
  "gap_ev": 6.47,
  "species": ["C", "C", "C", "O", "O", "C", "C", "N", "C", "C", "C", "S", "C", "N", "C", "N", "C", "C", "C", "N", "C", "C", "C", "C", "C", "C", "C", "O", "P", "N", "O", "O", "H", "H", "H", "H", "H", "H", "H", "H", "H", "H", "H", "H", "H", "H", "H", "H", "H", "H", "H", "H", "H", "H", "H", "H", "H", "H", "H", "H", "H", "H", "H", "H", "H", "H", "H", "H", "H", "C", "O", "C", "C", "O", "C", "H", "H", "H", "H", "H", "H", "H", "H", "H", "H", "C", "O", "C", "C", "O", "C", "H", "H", "H", "H", "H", "H", "H", "H", "H", "H", "C", "O", "C", "C", "O", "C", "H", "H", "H", "H", "H", "H", "H", "H", "H", "H", "C", "O", "C", "C", "O", "C", "H", "H", "H", "H", "H", "H", "H", "H", "H", "H", "C", "O", "C", "C", "O", "C", "H", "H", "H", "H", "H", "H", "H", "H", "H", "H", "C", "O", "C", "C", "O", "C", "H", "H", "H", "H", "H", "H", "H", "H", "H", "H"],
  "coordinates": [[1.70, -2.83, 3.32], [2.53, -2.85, 2.02], [1.75, -2.33, 0.86], [0.64, -2.70, 0.57], [2.40, -1.39, 0.13], [1.58, -0.66, -0.78], [2.43, 0.47, -1.36], [1.88, 1.82, -1.10], [2.44, 2.82, -2.05], [1.61, 2.86, -3.34], [0.52, 3.92, -3.33], [1.12, 5.62, -3.16], [2.02, 2.22, 0.24], [3.21, 2.41, 0.71], [3.59, 2.87, 2.04], [0.86, 2.44, 0.98], [0.63, 3.88, 1.38], [-0.83, 4.30, 1.25], [-1.45, 4.01, -0.11], [-2.90, 4.02, -0.05], [-3.52, 2.83, 0.54], [-4.24, 1.91, -0.41], [-5.47, 1.38, -0.03], [-6.20, 0.55, -0.86], [-5.70, 0.22, -2.11], [-4.47, 0.72, -2.51], [-3.75, 1.54, -1.66], [-2.51, 2.00, -2.09], [0.40, 1.27, 2.13], [-0.91, 0.60, 1.71], [1.62, 0.24, 2.18], [0.37, 2.05, 3.52], [1.96, -3.71, 3.91], [0.64, -2.88, 3.11], [1.93, -1.96, 3.94], [3.42, -2.22, 2.16], [2.86, -3.85, 1.81], [1.27, -1.33, -1.58], [0.69, -0.29, -0.27], [2.46, 0.38, -2.44], [3.46, 0.36, -0.99], [3.48, 2.60, -2.29], [2.43, 3.81, -1.57], [1.10, 1.90, -3.42], [2.28, 2.98, -4.19], [-0.19, 3.70, -2.53], [-0.05, 3.89, -4.25], [0.79, 5.85, -1.88], [3.98, 2.21, 0.08], [4.65, 3.12, 2.03], [3.45, 2.09, 2.78], [3.04, 3.77, 2.31], [0.97, 4.06, 2.40], [1.25, 4.50, 0.72], [-0.84, 5.39, 1.40], [-1.42, 3.88, 2.06], [-1.17, 4.82, -0.78], [-1.04, 3.08, -0.52], [-3.24, 4.11, -1.00], [-2.76, 2.27, 1.10], [-4.26, 3.16, 1.27], [-5.86, 1.66, 0.94], [-7.16, 0.17, -0.53], [-6.26, -0.42, -2.78], [-4.06, 0.48, -3.48], [-1.89, 1.27, -2.02], [-1.67, 0.65, 2.38], [2.17, 0.31, 2.97], [0.43, 1.45, 4.27], [2.31, 0.91, 6.35], [1.45, -0.13, 6.76], [2.05, -1.43, 6.73], [2.54, -1.85, 8.09], [3.57, -1.01, 8.56], [3.14, -0.04, 9.50], [1.89, 1.85, 6.68], [3.32, 0.81, 6.75], [2.37, 0.93, 5.24], [2.87, -1.45, 6.00], [1.28, -2.13, 6.39], [2.94, -2.87, 8.01], [1.70, -1.88, 8.80], [3.00, -0.48, 10.49], [2.21, 0.44, 9.18], [3.92, 0.72, 9.56], [-4.03, 6.44, -6.77], [-4.55, 5.19, -6.33], [-3.60, 4.14, -6.33], [-3.03, 3.88, -4.96], [-2.28, 4.98, -4.46], [-3.01, 5.81, -3.57], [-4.73, 7.21, -6.46], [-3.05, 6.65, -6.32], [-3.93, 6.46, -7.86], [-2.80, 4.35, -7.05], [-4.12, 3.24, -6.67], [-2.35, 3.03, -5.02], [-3.83, 3.62, -4.26], [-3.07, 5.37, -2.57], [-4.02, 6.00, -3.93], [-2.47, 6.76, -3.50], [-4.47, 3.22, -10.31], [-3.30, 3.07, -11.08], [-2.18, 2.61, -10.34], [-1.96, 1.12, -10.48], [-3.03, 0.36, -9.93], [-3.97, -0.09, -10.89], [-5.31, 3.30, -11.00], [-4.64, 2.37, -9.64], [-4.42, 4.14, -9.71], [-2.29, 2.87, -9.29], [-1.30, 3.13, -10.74], [-1.06, 0.85, -9.93], [-1.81, 0.85, -11.53], [-3.58, -0.96, -11.43], [-4.22, 0.70, -11.61], [-4.87, -0.38, -10.35], [3.53, -6.51, 1.09], [4.46, -5.93, 1.98], [4.81, -6.79, 3.06], [6.12, -7.51, 2.82], [6.05, -8.39, 1.71], [6.59, -7.86, 0.52], [3.55, -5.93, 0.16], [3.78, -7.55, 0.86], [2.52, -6.47, 1.51], [4.02, -7.51, 3.25], [4.92, -6.17, 3.95], [6.35, -8.11, 3.70], [6.93, -6.79, 2.68], [7.68, -7.90, 0.53], [6.27, -6.83, 0.35], [6.23, -8.48, -0.30], [0.04, -5.98, -4.90], [0.23, -7.23, -4.27], [1.58, -7.64, -4.20], [2.19, -7.36, -2.84], [2.25, -5.98, -2.54], [1.18, -5.52, -1.73], [-0.96, -5.64, -4.66], [0.76, -5.24, -4.55], [0.13, -6.07, -5.99], [2.18, -7.15, -4.98], [1.61, -8.72, -4.37], [3.21, -7.74, -2.83], [1.62, -7.89, -2.06], [1.36, -5.78, -0.68], [0.22, -5.92, -2.05], [1.15, -4.43, -1.81], [-1.53, -0.60, 8.18], [-1.10, -0.52, 9.53], [-0.74, 0.79, 9.93], [-1.86, 1.50, 10.67], [-2.98, 1.73, 9.84], [-4.02, 0.78, 10.02], [-2.04, -1.56, 8.06], [-2.22, 0.20, 7.93], [-0.66, -0.56, 7.52], [-0.43, 1.38, 9.06], [0.12, 0.70, 10.61], [-1.49, 2.48, 10.98], [-2.14, 0.94, 11.56], [-4.59, 1.00, 10.93], [-3.63, -0.24, 10.08], [-4.69, 0.86, 9.16]]
}